# 1
Formula: C5H11NO
Source: the Open Molecules 2025 dataset
Level of theory: wB97M-V/def2-TZVPD

The geometry in XYZ format:
```
18
Properties=species:S:1:pos:R:3
C -1.60479 -1.66613 -1.28892
C -0.79036 -0.62767 -1.12858
C -1.27918 0.71016 -0.66322
N -0.27694 1.41110 0.14268
C 0.15747 0.81154 1.30809
C 0.29314 1.32967 2.52858
H -1.30635 -2.63221 -1.65487
H -2.62429 -1.56072 -0.94125
H 0.21896 -0.82030 -0.77202
H -1.49146 1.41098 -1.47037
H -2.23179 0.65190 -0.11815
H -0.50583 2.38864 0.23179
H 0.58054 -0.18092 1.18428
H 0.13283 2.37533 2.76546
H 0.66597 0.71926 3.33755
O 2.68469 -1.60205 -0.85884
H 2.61008 -2.01202 0.01247
H 3.47235 -1.05376 -0.82255
```

Output
relative energy (zero: lowest compared OMol25 entry of this formula, charge and spin) = 288.23 kJ/mol
frontier orbital gap = 9.05 eV
total charge = 0
SMILES = C=CCNC=C.O


# 2
Formula: C6H15N
Source: the Open Molecules 2025 dataset
Level of theory: wB97M-V/def2-TZVPD

The geometry in XYZ format:
```
22
Properties=species:S:1:pos:R:3
C -2.07559 -2.45242 0.85572
C -1.29946 -3.40308 -0.38268
C -1.52152 -0.98726 0.95861
N -0.12815 -0.63732 1.03327
C 2.89637 2.93585 -0.56832
C 1.28195 3.06097 -0.40587
C 0.51658 0.37639 0.20120
H -2.30238 -3.43902 1.46064
H -3.06230 -2.33387 0.27032
H -0.94369 -4.54636 -0.18704
H -0.44211 -2.90553 -0.42029
H -1.95043 -2.83086 -1.63835
H -1.79312 -0.41861 1.79101
H -2.11255 -0.43693 -0.07447
H 3.30959 3.23517 -1.55281
H 3.58963 3.17725 0.36971
H 1.99351 1.92147 -0.71126
H 0.88851 3.30033 -1.31838
H 0.99856 3.79519 0.31417
H -0.04024 0.88193 -0.63930
H 0.73539 1.25959 0.94650
H 1.46145 0.44712 -0.30237
```

Output
relative energy (zero: lowest compared OMol25 entry of this formula, charge and spin) = 1218.13 kJ/mol
frontier orbital gap (spin up / spin down) = 4.99 / 5.42 eV
spin multiplicity = 2
total charge = +1


# 3
Formula: C9H11IN3
Source: the Open Molecules 2025 dataset
Level of theory: wB97M-V/def2-TZVPD

The geometry in XYZ format:
```
24
Properties=species:S:1:pos:R:3
C -0.13692 -2.24932 -0.07319
C 0.28618 -1.47505 -1.07934
C -1.16980 -1.88238 0.87154
C 0.07825 -0.02712 -1.26734
C 0.38342 0.96443 -0.04091
C -1.78906 -0.63320 1.14585
C -2.08428 0.45259 0.06543
C -0.91549 0.93017 -0.69638
C 2.46199 1.75813 0.36104
N 2.06140 0.86594 1.38354
N 0.86273 0.54359 1.16551
N 1.49941 1.95569 -0.51286
I 3.64830 -0.48242 -0.01463
H 0.15513 -3.32164 -0.02933
H 0.83082 -2.01028 -1.88954
H -1.58162 -2.62751 1.51494
H 0.42157 0.28081 -2.20042
H -2.76307 -0.69444 1.73587
H -0.90217 -0.45677 1.88746
H -2.68842 -0.04495 -0.73321
H -2.41670 1.38883 0.62936
H -1.03777 1.81182 -1.31331
H 3.39265 2.31125 0.40728
H 1.40343 2.64182 -1.31735
```

Output
relative energy (zero: lowest compared OMol25 entry of this formula, charge and spin) = 353.27 kJ/mol
frontier orbital gap (spin up / spin down) = 6.13 / 6.14 eV
total charge = +1


# 4
Formula: C22H48NO14S
Source: the Open Molecules 2025 dataset
Level of theory: wB97M-V/def2-TZVPD

The geometry in XYZ format:
```
86
Properties=species:S:1:pos:R:3
N 24.51000 30.82900 8.23300
H 24.77400 31.04500 9.09300
H 23.68600 30.33300 8.26200
H 25.12100 30.14100 7.78600
H 24.45400 31.59800 7.65400
S 23.06600 29.75300 5.43700
O 24.31500 29.11900 5.70500
O 22.14200 29.61100 6.46800
O 23.39500 31.22200 5.34400
O 22.49700 29.22900 4.23600
O 26.22400 33.24700 8.14800
C 26.06400 34.05000 7.21000
O 27.08700 34.70000 6.45400
C 28.45200 34.41300 6.82100
C 29.33600 35.30700 5.99000
C 24.75400 34.28600 6.65100
H 28.61300 33.34500 6.56300
H 28.48900 34.70100 7.86400
H 29.14500 36.32600 6.28500
H 29.38100 35.39800 5.05100
H 30.39600 35.21500 6.29400
H 24.63800 35.27400 6.22800
H 24.09000 33.98800 7.43300
H 24.49900 33.51900 5.83100
O 27.74900 30.56900 7.72300
C 27.80700 30.34100 6.54200
O 28.67700 29.44400 5.99400
C 29.38900 28.48800 6.78600
C 30.52500 27.84000 5.89800
C 26.92400 30.90800 5.52900
H 28.70400 27.78300 6.97100
H 29.86800 29.18800 7.51100
H 31.23600 27.48200 6.50400
H 31.11300 28.54100 5.30500
H 30.09100 27.12200 5.23000
H 26.22300 31.44200 5.93400
H 26.32000 30.08900 4.85700
H 27.65700 31.62000 4.93500
O 20.15400 32.85700 10.00200
C 20.98000 32.42600 9.16800
O 22.30600 32.23900 9.47800
C 22.76900 32.79900 10.74300
C 23.22500 34.30200 10.68800
C 20.64800 31.89500 7.85300
H 23.48900 32.58600 11.25800
H 21.96300 32.52800 11.43700
H 24.12900 34.52400 10.33100
H 23.36700 34.54400 11.71700
H 22.33000 35.02200 10.19100
H 20.44400 30.87200 8.13900
H 21.40800 31.94600 7.19500
H 19.63100 32.37100 7.46500
O 26.60900 30.31900 10.71300
C 27.57200 29.70400 11.09100
O 27.77600 28.44200 10.96500
C 26.70800 27.60200 10.35700
C 27.14900 26.17700 10.03400
C 28.71200 30.46400 11.80200
H 26.41400 28.01600 9.36300
H 25.86100 27.84800 10.88200
H 27.80200 25.90300 10.88500
H 27.71800 26.09400 9.25300
H 26.34400 25.49700 10.18200
H 29.06800 29.75900 12.39700
H 28.39700 31.29700 12.58000
H 29.43300 30.98700 11.13500
C 21.95700 29.05000 12.86500
C 22.10500 29.21200 11.35900
O 23.32500 29.37400 10.81800
C 20.85800 28.97700 10.50500
H 22.09200 29.98500 13.36000
H 22.86400 28.57400 13.29000
H 21.10900 28.54400 13.10200
H 20.22400 29.82800 10.35400
H 20.32000 28.13200 10.60400
H 21.32900 28.61500 9.44000
C 23.09500 26.71800 8.63100
C 21.69200 26.03500 8.86200
O 21.43400 25.47000 10.12500
C 20.63500 25.92400 7.78000
H 23.91400 26.07500 8.24400
H 23.46000 27.24100 9.60000
H 22.90500 27.53600 8.14700
H 19.74500 26.19100 8.27700
H 20.88800 25.00600 7.28200
H 20.65300 26.80800 7.14100
```

Output
relative energy (zero: lowest compared OMol25 entry of this formula, charge and spin) = 0.00 kJ/mol
frontier orbital gap = 6.03 eV
total charge = -1


What did the first record say?
Formula: C5H11NO
Source: the Open Molecules 2025 dataset
Level of theory: wB97M-V/def2-TZVPD

The geometry in XYZ format:
```
18
Properties=species:S:1:pos:R:3
C -1.60479 -1.66613 -1.28892
C -0.79036 -0.62767 -1.12858
C -1.27918 0.71016 -0.66322
N -0.27694 1.41110 0.14268
C 0.15747 0.81154 1.30809
C 0.29314 1.32967 2.52858
H -1.30635 -2.63221 -1.65487
H -2.62429 -1.56072 -0.94125
H 0.21896 -0.82030 -0.77202
H -1.49146 1.41098 -1.47037
H -2.23179 0.65190 -0.11815
H -0.50583 2.38864 0.23179
H 0.58054 -0.18092 1.18428
H 0.13283 2.37533 2.76546
H 0.66597 0.71926 3.33755
O 2.68469 -1.60205 -0.85884
H 2.61008 -2.01202 0.01247
H 3.47235 -1.05376 -0.82255
```

Output
relative energy (zero: lowest compared OMol25 entry of this formula, charge and spin) = 288.23 kJ/mol
frontier orbital gap = 9.05 eV
total charge = 0
SMILES = C=CCNC=C.O